No. 1
Entry from the Open Molecules 2025 dataset: C26H54O21PS5Tl as an isolated structure (ωB97M-V with the def2-TZVPD basis set).

- gap between HOMO and LUMO (Ha) = 0.152
- HOMO level (eV) = -9.1919

The geometry in XYZ format:
```
108
Properties=species:S:1:pos:R:3:mulliken_charge:R:1
Tl 0.76430 -2.53511 -2.13111 1.58
P 0.23254 -0.05621 -0.21748 -0.85
O 1.55992 -0.90518 0.12672 -0.12
O 0.30427 0.14274 -1.81717 0.42
O -0.04645 1.24269 0.53870 -0.41
O -0.82075 -1.25610 -0.19233 0.19
C -5.19230 1.34656 -0.17462 -1.42
C -4.40081 0.96932 1.08667 1.00
C -3.65559 2.07587 1.83874 0.63
O -4.26161 2.20564 3.10493 -0.45
C -5.35888 1.26791 3.18405 0.53
O -6.04485 1.12354 4.14793 -0.50
O -5.33475 0.49450 2.06594 -0.45
H -5.43183 0.40372 -0.66634 0.24
H -4.44704 1.84636 -0.79340 0.34
H -6.14640 1.84793 -0.01201 0.36
H -3.55676 0.32366 0.84416 -0.29
H -3.89255 2.87572 1.13718 0.41
H -2.62778 1.72107 1.76239 -0.38
C 1.34977 3.48879 -2.20168 0.30
C -0.17459 3.53348 -1.77607 1.29
C -0.51023 4.30632 -0.52342 0.28
O -1.72244 4.90003 -0.82540 -0.37
C -1.79511 4.99388 -2.15839 0.44
O -2.67166 5.58992 -2.82596 -0.63
O -0.78944 4.35198 -2.75983 -0.44
H 1.49516 2.74041 -2.98071 -0.94
H 1.89735 3.19608 -1.30581 -0.23
H 1.72318 4.41825 -2.63154 0.46
H -0.70354 2.58097 -1.74391 -0.36
H 0.19200 5.06658 -0.18143 0.21
H -0.73526 3.77651 0.40220 -0.11
C 3.48083 3.74031 0.91566 -1.67
C 2.88882 2.79324 1.90163 2.05
C 3.67562 1.45048 1.85473 0.06
O 4.16415 1.23333 3.14049 -0.37
C 3.87402 2.29557 3.91909 0.54
O 4.21703 2.41501 5.06981 -0.57
O 3.01641 3.16782 3.27981 -0.46
H 2.69094 4.46542 0.71975 0.27
H 3.98882 3.30833 0.05343 0.24
H 4.22135 4.39687 1.37247 0.50
H 1.85446 2.62738 1.60046 -0.53
H 4.48421 1.41915 1.12446 0.31
H 3.05620 0.58163 1.63220 -0.28
C 0.61330 1.11109 4.39877 -1.60
C -0.76493 0.77191 3.87873 1.57
C -0.95579 -0.51308 3.23237 0.29
O -2.03475 -1.02342 3.84939 -0.39
C -2.16302 -0.36240 5.05494 0.37
O -2.89713 -0.57823 5.95966 -0.60
O -1.37644 0.64996 5.11707 -0.44
H 1.34366 0.56042 3.80596 0.13
H 0.71596 1.27525 5.47144 0.47
H 0.78438 2.14132 4.08659 0.41
H -1.19422 1.54169 3.23745 -0.35
H -0.14615 -1.21777 3.42206 0.67
H -1.05713 -0.19156 2.19580 -0.70
C -2.37888 -4.81069 1.45043 -1.07
S -0.54111 -4.96796 1.25454 0.22
O -0.01637 -4.61215 -0.11742 -0.41
C -0.02511 -3.52313 2.30160 -1.05
H -2.33017 -4.88258 2.53696 0.53
H -2.78657 -5.72464 1.01847 0.39
H -2.89352 -3.88526 1.19190 0.20
H -0.90477 -3.04122 2.72828 0.46
H 0.27100 -2.81233 1.53012 0.11
H 0.73341 -3.74321 3.05281 0.60
C 1.03874 0.94811 -5.66384 -0.78
S -0.40641 -0.16526 -5.55197 0.33
O 0.02133 -1.32662 -4.59874 -0.58
C -1.30884 1.00126 -4.45842 -0.24
H 1.94193 0.39671 -5.92523 0.43
H 1.43447 1.47643 -4.79646 -0.04
H 0.72924 1.68199 -6.40797 0.40
H -1.86341 0.62433 -3.59906 -0.08
H -1.99735 1.33940 -5.23283 0.54
H -0.71738 1.76929 -3.96001 -0.22
C 2.79701 -5.48531 1.32495 -0.37
S 3.80384 -4.06922 0.57488 0.19
O 2.79827 -3.67946 -0.55746 -0.43
C 3.50775 -2.79036 1.92852 -0.33
H 1.88650 -5.04018 1.72612 -0.43
H 3.23845 -6.10568 2.10492 0.45
H 2.47077 -6.08735 0.47687 0.32
H 2.54554 -2.33639 1.69155 -0.37
H 4.24977 -1.99275 1.89213 0.38
H 3.48533 -3.29954 2.89203 0.49
C 3.44737 0.57049 -2.28958 -0.65
S 4.39308 -0.96582 -2.53718 0.59
O 3.44729 -1.83977 -3.30108 -0.62
C 5.87154 -0.44758 -3.64604 -1.03
H 2.61966 0.40252 -1.60053 -0.19
H 3.26180 0.88481 -3.31665 0.28
H 4.04841 1.31711 -1.77053 0.46
H 6.15608 0.57167 -3.38475 0.33
H 5.39749 -0.35114 -4.62282 0.31
H 6.75788 -1.08172 -3.66508 0.33
C -4.69028 -4.02773 -2.79961 -1.24
S -3.18357 -3.63342 -1.80353 0.63
O -1.89069 -3.73652 -2.69040 -0.67
C -3.64992 -1.82656 -1.82226 -0.40
H -4.61048 -5.09257 -3.01840 0.40
H -4.95413 -3.47422 -3.70078 0.36
H -5.59478 -4.03171 -2.19137 0.41
H -3.35737 -1.20202 -2.66633 0.32
H -3.21565 -1.36477 -0.93554 -0.44
H -4.71565 -1.66488 -1.66042 0.53
```



No. 2
Entry from the Open Molecules 2025 dataset: one molecule with the formula C14H21NO4S (ωB97M-V with the def2-TZVPD basis set).

- gap between HOMO and LUMO (Ha) = 0.342
- HOMO level (eV) = -8.6204

The geometry in XYZ format:
```
41
Properties=species:S:1:pos:R:3:mulliken_charge:R:1
C 3.03006 -1.95933 1.81842 -1.67
C 1.78047 -2.22039 1.03682 0.96
C 1.84666 -2.39545 -0.34191 -0.35
C 0.70125 -2.61516 -1.08242 -0.31
C -0.53249 -2.65765 -0.44663 -0.35
S -2.00785 -2.93961 -1.41528 -0.12
C -2.83791 -1.31980 -1.21819 -0.72
C -2.15497 -0.22119 -2.02602 -0.90
N -1.04711 0.36805 -1.30709 0.13
C -1.07220 1.65426 -0.91464 0.39
O -1.93247 2.43746 -1.28097 -0.79
C 0.07702 2.08853 0.00609 2.03
C -0.22048 3.52739 0.48358 -1.26
O -1.46102 3.62227 1.13415 -0.63
C 0.14088 1.15326 1.23137 -0.77
O -1.12837 0.87979 1.75972 -0.54
C 1.42467 2.07458 -0.74423 -1.44
O 1.79722 0.81353 -1.23469 -0.44
C -0.61367 -2.50678 0.92853 -0.04
C 0.53937 -2.28551 1.65982 -0.86
H 2.80551 -1.77888 2.86628 0.37
H 3.54768 -1.09074 1.41387 0.32
H 3.70510 -2.81148 1.74826 0.42
H 2.80396 -2.34869 -0.83864 0.42
H 0.75355 -2.75396 -2.15182 0.43
H -2.86808 -1.06348 -0.15966 0.33
H -3.84975 -1.48619 -1.58358 0.41
H -2.85934 0.59069 -2.22924 0.55
H -1.80188 -0.63036 -2.97886 0.33
H -0.39237 -0.27253 -0.88056 -0.06
H -0.18292 4.20976 -0.37528 0.40
H 0.53618 3.83826 1.20862 0.45
H -2.13373 3.48068 0.44815 0.36
H 0.58501 0.19243 0.96012 -0.14
H 0.78802 1.61827 1.98996 0.64
H -1.53531 1.73685 1.96897 0.47
H 2.21339 2.36248 -0.04334 0.42
H 1.39399 2.81688 -1.55237 0.41
H 1.26464 0.60490 -2.01107 0.36
H -1.57097 -2.55558 1.42410 0.47
H 0.46827 -2.15758 2.72967 0.32
```



No. 3
Entry from the Open Molecules 2025 dataset: C10H20BiO6Se4 as an isolated structure (ωB97M-V with the def2-TZVPD basis set).

- gap between HOMO and LUMO (spin up / spin down) (Ha) = 0.170 / 0.175
- charge = -1
- HOMO level (spin up / spin down) (eV) = -2.3977 / -2.5367

The geometry in XYZ format:
```
41
Properties=species:S:1:pos:R:3:mulliken_charge:R:1
Bi -0.51581 0.58392 -1.46963 0.47
C 0.51866 -2.61185 -0.66032 -0.06
C -0.70573 -2.80856 -1.53506 -0.93
O -1.78386 -1.89587 -1.33984 -0.19
C -2.59561 -2.12206 -0.20654 -0.61
C -2.13883 -1.73201 1.20181 -0.91
O -1.69390 -0.46965 1.59429 -0.17
C -2.58694 0.54383 1.95565 -0.68
C -2.75202 1.78011 1.06988 -0.73
O -1.61053 2.31614 0.44200 -0.27
C -0.55038 2.74976 1.26823 -1.01
C 0.44596 1.71465 1.76161 -0.16
O 1.27745 1.09612 0.79455 -0.13
C 1.81892 -0.15525 1.16103 0.21
C 2.19419 -1.07774 -0.00138 -0.91
O 1.21729 -1.42371 -0.97156 -0.08
H 1.18588 -3.46838 -0.83496 0.33
H 0.23886 -2.61699 0.39422 0.15
H -1.05936 -3.83528 -1.36459 0.42
H -0.42814 -2.70021 -2.58304 0.33
H -2.74686 -3.20773 -0.08969 0.42
H -3.56574 -1.68369 -0.44973 0.32
H -1.30482 -2.38040 1.46939 0.41
H -2.98227 -2.03883 1.84510 0.46
H -2.20411 0.91253 2.91567 0.39
H -3.58568 0.13214 2.15969 0.51
H -3.18170 2.53058 1.75352 0.39
H -3.46514 1.61687 0.26134 0.33
H -0.97154 3.16909 2.19202 0.45
H -0.05731 3.53981 0.70518 0.35
H -0.08672 0.94162 2.30584 0.33
H 1.09369 2.25204 2.47317 0.27
H 1.43851 -0.94848 2.90514 0.27
H 2.77688 0.05716 1.66250 0.40
H 2.50788 -1.99532 0.50986 0.32
H 3.03758 -0.68173 -0.57337 0.22
Se 3.91449 -0.51142 -3.19416 -0.67
Se 3.89439 1.80171 -2.98457 -0.20
Se 1.91238 2.62420 -3.86924 -0.21
Se 0.36742 2.98800 -2.13980 -0.39
O 0.99940 -0.90092 2.06052 -0.45
```



No. 4
Entry from the Open Molecules 2025 dataset: C32H46AsIrN3O3S2Si2 as an isolated structure (ωB97M-V with the def2-TZVPD basis set).

- gap between HOMO and LUMO (spin up / spin down) (Ha) = 0.257 / 0.250
- ⟨S²⟩ = 0.76
- HOMO level (spin up / spin down) (eV) = -6.4687 / -6.6419
- multiplicity = 2

The geometry in XYZ format:
```
90
Properties=species:S:1:pos:R:3:mulliken_charge:R:1
Ir 0.43637 -0.69808 -0.56006 0.34
C -6.83532 2.86209 -0.76395 -1.00
O -5.56054 2.45983 -0.32527 -0.27
C -4.91277 3.24449 0.58694 0.56
C -5.40637 4.42052 1.12901 -0.49
C -4.65288 5.12256 2.06369 -0.81
C -3.42685 4.64142 2.47652 -0.95
C -2.93442 3.45752 1.94889 0.23
C -3.64965 2.76574 0.98554 -0.21
N -3.21390 1.55929 0.43093 0.23
C -1.92149 1.24609 0.08221 0.31
N -1.11064 2.30736 -0.05698 -0.11
C 0.28554 2.35851 -0.19852 1.36
C 1.07667 1.27474 -0.59075 -0.42
C 2.44476 1.58996 -0.76981 -0.42
C 2.97625 2.83849 -0.56414 -1.43
C 2.16696 3.89057 -0.14035 -0.41
C 0.82392 3.64926 0.03163 0.68
O -0.09648 4.60157 0.42859 -0.42
C 0.36432 5.91745 0.61547 -1.04
N -1.51115 0.00821 -0.10893 -0.20
C -2.47003 -1.03486 0.02510 -0.52
C -2.37790 -1.88355 1.12427 0.35
C -3.31413 -2.87547 1.33970 -1.18
C -4.36213 -3.03659 0.44419 -0.50
C -4.44400 -2.22794 -0.67643 -0.89
C -3.49595 -1.23804 -0.90806 0.91
O -3.67676 -0.43639 -2.00661 -0.51
C -2.54508 -0.20262 -2.83943 -0.28
H -7.16228 2.09820 -1.46542 0.23
H -6.78770 3.82810 -1.27210 0.38
H -7.53927 2.91939 0.06978 0.40
H -6.37032 4.79728 0.82844 0.43
H -5.03854 6.04537 2.46760 0.40
H -2.85292 5.16926 3.22235 0.44
H -1.99052 3.06239 2.29161 0.51
H -3.93985 0.95084 0.08736 0.30
H -1.53668 3.21368 0.09707 0.28
H 3.11266 0.80914 -1.10298 -0.17
H 4.03121 3.01395 -0.72363 0.43
H 2.58838 4.86725 0.03048 0.42
H 0.77682 6.32544 -0.31337 0.39
H 1.12337 5.96028 1.40061 0.39
H -0.50359 6.50040 0.91892 0.27
H -1.55931 -1.72932 1.81416 0.47
H -3.23040 -3.51589 2.20553 0.42
H -5.10374 -3.80278 0.60705 0.39
H -5.24267 -2.33728 -1.39500 0.45
H -2.90805 -0.23601 -3.86563 0.38
H -1.78543 -0.97206 -2.69117 -0.08
H -2.11514 0.77979 -2.63718 0.21
C -1.49610 -4.45555 -0.57364 -1.75
C -0.12201 -3.84834 -0.70707 0.22
S 0.11772 -2.63748 -1.94158 -0.54
C 0.90418 -4.26164 0.02906 0.58
C 0.76797 -5.30061 1.11398 -1.63
S 2.53629 -3.68869 -0.22584 -0.27
H -2.19256 -3.97366 -1.25681 0.34
H -1.88955 -4.35281 0.44167 0.20
H -1.46370 -5.52029 -0.80696 0.56
H 0.10809 -4.94803 1.90689 0.27
H 1.73392 -5.53273 1.55921 0.44
H 0.34428 -6.22620 0.72274 0.35
C 3.05886 -1.09143 -3.55507 -1.09
Si 4.02323 -1.69292 -2.05232 0.76
C 5.51631 -0.55109 -1.78651 -0.97
C 4.66449 -3.43679 -2.35947 -1.31
As 2.59124 -1.69285 -0.12755 0.57
Si 3.94154 -1.28837 1.76822 0.27
C 4.53313 0.50144 1.84350 -0.94
C 5.39759 -2.49120 1.69980 -1.05
C 2.86499 -1.67467 3.26711 -1.09
H 3.69254 -1.15186 -4.43715 0.42
H 2.72070 -0.06532 -3.44406 0.29
H 2.18025 -1.71230 -3.71610 0.26
H 6.09357 -0.51754 -2.70843 0.41
H 6.17017 -0.90930 -0.99987 0.28
H 5.23304 0.46662 -1.54150 0.22
H 5.25953 -3.46344 -3.26853 0.38
H 3.83536 -4.13399 -2.46502 0.35
H 5.28094 -3.78739 -1.53671 0.33
H 5.27003 0.71637 1.07748 0.30
H 4.98604 0.69287 2.81417 0.46
H 3.70770 1.19213 1.70723 0.19
H 6.05848 -2.28259 0.86508 0.25
H 5.03977 -3.51110 1.59020 0.31
H 5.98286 -2.43388 2.61505 0.41
H 1.99523 -1.02121 3.29597 0.28
H 3.42237 -1.54278 4.19307 0.39
H 2.50914 -2.70097 3.22194 0.29
```



It is found that the E values, taken in the order of the records, are -5107.56958 -1299.99674 -10664.72687 -5352.45350 a.u..
It is found that the energy relative to the best compared isomer or geometry (same formula, charge and spin) values, taken in the order of the records, are 278.1 0.8 260.1 0.0 kJ/mol.
It is found that the largest force on an atom values, taken in the order of the records, are 0.1073 0.0134 0.0345 0.1089 Eh/bohr.